(1)
{
  "formula": "C21H23N3O",
  "method": "the ωB97M-V functional and the def2-TZVPD basis",
  "symbols": ["O", "C", "N", "H", "C", "C", "C", "C", "C", "C", "H", "H", "C", "C", "C", "H", "H", "C", "H", "H", "H", "H", "H", "H", "H", "H", "H", "H", "H", "C", "C", "C", "N", "C", "C", "C", "C", "C", "C", "N", "C", "H", "H", "H", "H", "H", "H", "H"],
  "coordinates": [[1.318, 1.969, -0.884], [0.866, 0.980, -0.337], [1.621, -0.022, 0.167], [1.152, -0.769, 0.654], [3.081, -0.073, 0.138], [3.672, 1.120, 0.897], [5.196, 1.031, 0.877], [5.642, -0.268, 1.548], [5.056, -1.457, 0.789], [3.529, -1.372, 0.807], [3.104, -2.228, 0.275], [3.169, -1.399, 1.840], [5.551, -1.435, -0.657], [5.104, -0.136, -1.325], [3.579, -0.050, -1.311], [3.147, -0.891, -1.858], [3.246, 0.873, -1.786], [5.688, 1.057, -0.569], [6.780, 1.014, -0.592], [5.376, 1.986, -1.049], [5.455, -0.119, -2.362], [5.148, -2.293, -1.202], [6.640, -1.509, -0.675], [5.370, -2.390, 1.270], [6.733, -0.332, 1.548], [5.306, -0.286, 2.587], [5.613, 1.885, 1.421], [3.304, 1.115, 1.927], [3.339, 2.043, 0.421], [-0.600, 0.786, -0.185], [-1.236, -0.384, -0.276], [-2.682, -0.509, -0.188], [-3.405, 0.569, 0.037], [-4.739, 0.427, 0.114], [-5.552, 1.556, 0.351], [-6.908, 1.410, 0.426], [-7.509, 0.148, 0.271], [-6.750, -0.966, 0.041], [-5.350, -0.851, -0.043], [-4.593, -1.947, -0.269], [-3.304, -1.779, -0.339], [-2.711, -2.666, -0.522], [-7.191, -1.943, -0.082], [-8.584, 0.067, 0.336], [-7.535, 2.271, 0.607], [-5.071, 2.514, 0.466], [-0.700, -1.311, -0.443], [-1.178, 1.693, -0.083]],
  "nbo_charge": [-0.62, 0.64, -0.62, 0.40, 0.15, -0.42, -0.22, -0.40, -0.22, -0.41, 0.20, 0.21, -0.40, -0.22, -0.42, 0.20, 0.24, -0.40, 0.20, 0.21, 0.21, 0.20, 0.21, 0.21, 0.21, 0.20, 0.21, 0.20, 0.24, -0.20, -0.21, 0.12, -0.39, 0.18, -0.20, -0.20, -0.20, -0.19, 0.09, -0.36, 0.04, 0.19, 0.23, 0.22, 0.22, 0.23, 0.20, 0.24],
  "lumo_ev": -0.67,
  "e_above_lowest_kcal_mol": 7.6,
  "fmax_ev_per_a": 0.86,
  "smiles": "O=C(/C=C/c1cnc2ccccc2n1)N[C@]12C[C@H]3C[C@H](C[C@H](C3)C1)C2",
  "gap_ev": 8.23,
  "total_charge": 0,
  "e_tot_ha": -1053.5887
}


(2)
{
  "formula": "C21H23N3O4S",
  "method": "the ωB97M-V functional and the def2-TZVPD basis",
  "symbols": ["C", "H", "O", "C", "C", "H", "H", "C", "N", "C", "O", "C", "C", "C", "C", "C", "C", "H", "H", "C", "O", "N", "C", "S", "N", "H", "C", "C", "C", "C", "C", "C", "C", "O", "C", "H", "H", "H", "H", "H", "H", "H", "H", "H", "H", "H", "H", "H", "H", "H", "H", "H"],
  "coordinates": [[-6.979, -2.296, -1.550], [-5.895, -2.393, -2.123], [-6.746, -1.771, -0.333], [-6.240, -0.628, -0.221], [-6.241, -0.381, 1.127], [-5.850, -1.097, 1.896], [-7.380, -0.229, 1.804], [-5.536, 1.129, 1.382], [-4.165, 1.010, 1.088], [-3.522, 1.506, 0.076], [-4.229, 2.487, -0.644], [-2.218, 1.319, -0.227], [-1.597, -0.237, -0.030], [-0.253, -0.234, -0.128], [0.565, 0.684, -0.735], [-0.009, 1.945, -0.695], [-1.237, 2.072, -0.541], [-1.729, 3.158, -0.690], [0.839, 2.851, -1.236], [1.965, 0.465, -0.737], [2.746, 1.243, -1.317], [2.272, -0.807, -0.484], [1.557, -1.782, -0.149], [1.969, -3.402, 0.241], [0.255, -1.403, -0.227], [-0.250, -2.312, 0.313], [3.814, -1.365, -0.866], [4.692, -0.405, 0.184], [4.218, -0.709, 1.660], [5.097, -0.126, 2.614], [6.210, 0.729, 2.144], [6.547, 0.704, 0.741], [5.848, 0.176, -0.113], [6.103, 0.045, -1.480], [7.170, 0.907, -1.875], [7.105, 2.221, -1.548], [7.240, 0.910, -3.137], [8.155, 0.626, -1.219], [7.453, 1.327, 0.640], [6.687, 1.214, 3.053], [4.851, -0.257, 3.737], [3.270, -1.154, 2.054], [3.833, -2.307, -0.862], [4.038, -0.889, -1.799], [-2.369, -0.800, 0.331], [-3.399, 0.314, 1.752], [-5.831, 1.781, 0.896], [-5.485, 1.275, 2.586], [-5.246, -0.542, -0.708], [-6.987, 0.219, -0.724], [-7.623, -1.559, -2.271], [-7.482, -3.230, -1.651]],
  "nbo_charge": [-0.23, 0.15, -0.52, -0.09, -0.37, 0.22, 0.20, -0.13, -0.53, 0.55, -0.70, 0.01, -0.22, 0.13, -0.17, -0.07, -0.27, 0.24, 0.26, 0.64, -0.56, -0.44, 0.34, -0.28, -0.56, 0.42, -0.13, 0.04, -0.21, -0.23, -0.19, -0.27, 0.16, -0.51, -0.29, 0.17, 0.23, 0.19, 0.24, 0.23, 0.22, 0.24, 0.20, 0.24, 0.22, 0.40, 0.18, 0.19, 0.17, 0.15, 0.16, 0.20],
  "lumo_ev": -1.34,
  "e_above_lowest_kcal_mol": 468.2,
  "fmax_ev_per_a": 18.86,
  "gap_ev": 7.20,
  "total_charge": 0,
  "e_tot_ha": -1676.7824
}


(3)
{
  "formula": "C21H23N3PtS3",
  "method": "the ωB97M-V functional and the def2-TZVPD basis",
  "symbols": ["Pt", "C", "N", "C", "C", "N", "C", "C", "C", "C", "C", "C", "C", "S", "C", "C", "C", "C", "C", "C", "S", "H", "H", "H", "H", "H", "H", "H", "H", "H", "H", "H", "H", "H", "H", "H", "H", "H", "H", "S", "C", "N", "C", "C", "C", "C", "H", "H", "H", "H", "H"],
  "coordinates": [[0.337, 0.220, -0.910], [1.483, 0.201, 2.017], [0.157, 0.261, 1.383], [-0.627, -0.969, 1.650], [-1.826, -1.128, 0.715], [-1.402, -1.475, -0.636], [-0.988, -2.876, -0.756], [-2.355, -1.171, -1.679], [-3.688, -1.544, -1.550], [-4.590, -1.352, -2.582], [-4.154, -0.782, -3.770], [-2.834, -0.393, -3.904], [-1.909, -0.577, -2.870], [-0.249, -0.088, -3.182], [-0.550, 1.458, 1.841], [-0.921, 1.577, 3.177], [-1.578, 2.702, 3.641], [-1.862, 3.735, 2.755], [-1.488, 3.631, 1.431], [-0.823, 2.495, 0.950], [-0.336, 2.471, -0.725], [1.408, 0.154, 3.108], [2.044, 1.092, 1.740], [2.022, -0.676, 1.659], [-0.999, -0.968, 2.678], [0.043, -1.825, 1.544], [-2.371, -0.183, 0.674], [-2.488, -1.894, 1.145], [-1.804, -3.556, -0.474], [-0.118, -3.079, -0.132], [-0.713, -3.073, -1.791], [-4.027, -2.004, -0.628], [-5.622, -1.657, -2.463], [-4.848, -0.631, -4.586], [-2.491, 0.074, -4.819], [-0.683, 0.783, 3.876], [-1.868, 2.769, 4.681], [-2.371, 4.626, 3.101], [-1.703, 4.427, 0.730], [2.162, -1.643, -0.995], [3.558, -0.704, -0.803], [4.708, -1.356, -0.455], [5.888, -0.734, -0.204], [5.987, 0.612, -0.319], [4.849, 1.341, -0.733], [3.670, 0.695, -0.986], [4.635, -2.358, -0.359], [6.714, -1.366, 0.087], [6.923, 1.108, -0.112], [4.916, 2.414, -0.850], [2.778, 1.219, -1.311]],
  "nbo_charge": [0.54, -0.41, -0.48, -0.23, -0.24, -0.53, -0.41, 0.19, -0.25, -0.23, -0.21, -0.21, -0.21, -0.11, 0.16, -0.24, -0.25, -0.20, -0.21, -0.21, -0.16, 0.18, 0.22, 0.21, 0.20, 0.21, 0.23, 0.18, 0.18, 0.20, 0.23, 0.20, 0.21, 0.21, 0.22, 0.20, 0.21, 0.21, 0.22, -0.20, 0.09, -0.50, 0.05, -0.29, -0.11, -0.27, 0.43, 0.22, 0.24, 0.23, 0.28],
  "lumo_ev": -0.41,
  "e_above_lowest_kcal_mol": 10.5,
  "fmax_ev_per_a": 1.24,
  "gap_ev": 6.05,
  "total_charge": 0,
  "e_tot_ha": -2292.1946
}


What did the second record say?
{
  "formula": "C21H23N3O4S",
  "method": "the ωB97M-V functional and the def2-TZVPD basis",
  "symbols": ["C", "H", "O", "C", "C", "H", "H", "C", "N", "C", "O", "C", "C", "C", "C", "C", "C", "H", "H", "C", "O", "N", "C", "S", "N", "H", "C", "C", "C", "C", "C", "C", "C", "O", "C", "H", "H", "H", "H", "H", "H", "H", "H", "H", "H", "H", "H", "H", "H", "H", "H", "H"],
  "coordinates": [[-6.979, -2.296, -1.550], [-5.895, -2.393, -2.123], [-6.746, -1.771, -0.333], [-6.240, -0.628, -0.221], [-6.241, -0.381, 1.127], [-5.850, -1.097, 1.896], [-7.380, -0.229, 1.804], [-5.536, 1.129, 1.382], [-4.165, 1.010, 1.088], [-3.522, 1.506, 0.076], [-4.229, 2.487, -0.644], [-2.218, 1.319, -0.227], [-1.597, -0.237, -0.030], [-0.253, -0.234, -0.128], [0.565, 0.684, -0.735], [-0.009, 1.945, -0.695], [-1.237, 2.072, -0.541], [-1.729, 3.158, -0.690], [0.839, 2.851, -1.236], [1.965, 0.465, -0.737], [2.746, 1.243, -1.317], [2.272, -0.807, -0.484], [1.557, -1.782, -0.149], [1.969, -3.402, 0.241], [0.255, -1.403, -0.227], [-0.250, -2.312, 0.313], [3.814, -1.365, -0.866], [4.692, -0.405, 0.184], [4.218, -0.709, 1.660], [5.097, -0.126, 2.614], [6.210, 0.729, 2.144], [6.547, 0.704, 0.741], [5.848, 0.176, -0.113], [6.103, 0.045, -1.480], [7.170, 0.907, -1.875], [7.105, 2.221, -1.548], [7.240, 0.910, -3.137], [8.155, 0.626, -1.219], [7.453, 1.327, 0.640], [6.687, 1.214, 3.053], [4.851, -0.257, 3.737], [3.270, -1.154, 2.054], [3.833, -2.307, -0.862], [4.038, -0.889, -1.799], [-2.369, -0.800, 0.331], [-3.399, 0.314, 1.752], [-5.831, 1.781, 0.896], [-5.485, 1.275, 2.586], [-5.246, -0.542, -0.708], [-6.987, 0.219, -0.724], [-7.623, -1.559, -2.271], [-7.482, -3.230, -1.651]],
  "nbo_charge": [-0.23, 0.15, -0.52, -0.09, -0.37, 0.22, 0.20, -0.13, -0.53, 0.55, -0.70, 0.01, -0.22, 0.13, -0.17, -0.07, -0.27, 0.24, 0.26, 0.64, -0.56, -0.44, 0.34, -0.28, -0.56, 0.42, -0.13, 0.04, -0.21, -0.23, -0.19, -0.27, 0.16, -0.51, -0.29, 0.17, 0.23, 0.19, 0.24, 0.23, 0.22, 0.24, 0.20, 0.24, 0.22, 0.40, 0.18, 0.19, 0.17, 0.15, 0.16, 0.20],
  "lumo_ev": -1.34,
  "e_above_lowest_kcal_mol": 468.2,
  "fmax_ev_per_a": 18.86,
  "gap_ev": 7.20,
  "total_charge": 0,
  "e_tot_ha": -1676.7824
}